Entry 1:
This record from the OMol25 dataset describes C4H2O2 in the gas phase. The level of theory is ωB97M-V/def2-TZVPD.

Positions of all 8 atoms, in Å:
O (-1.4298, 1.0897, 0.5808)
C (-1.2950, 0.0480, -0.0104)
C (0.1439, -1.8030, -0.5992)
C (0.0700, -0.5408, -0.2586)
C (1.2746, 0.3453, -0.0279)
O (2.4127, 0.0139, -0.2234)
H (-2.1542, -0.5161, -0.4063)
H (0.9901, 1.3493, 0.3351)

## Properties
Calculated total energy, a.u.: -303.93009
ΔE to the lowest compared entry with this formula, charge and spin, kJ/mol: 209.30
HOMO-LUMO gap, eV: 9.03
Total charge: 0
LUMO, eV: -1.7

These are the natural (NBO) partial charges, in e, on atoms 1 to 2:
1. O -0.4872
2. C 0.4405


Entry 2:
This record from the OMol25 dataset describes a molecular structure, C4H2O2. The level of theory is ωB97M-V/def2-TZVPD.

Positions of all 8 atoms, in Å:
C (-0.4473, 0.2391, 0.7682)
C (-0.4803, 0.2601, -0.7729)
C (-1.6090, -0.0124, -0.0658)
C (0.7741, 0.3754, -0.0498)
O (-2.7910, -0.1590, -0.1573)
O (1.5995, -0.7182, -0.0812)
H (1.5924, 1.4558, -0.1134)
H (1.3616, -1.4408, 0.4723)

## Properties
Calculated total energy, a.u.: -303.88884
ΔE to the lowest compared entry with this formula, charge and spin, kJ/mol: 317.61
HOMO-LUMO gap, eV: 10.34
Total charge: 0
LUMO, eV: -0.3

These are the natural (NBO) partial charges, in e, on atoms 1 to 2:
1. C -0.0029
2. C 0.0008


Entry 3:
This record from the OMol25 dataset describes a molecular structure, C4H2O2. The level of theory is ωB97M-V/def2-TZVPD.

Positions of all 8 atoms, in Å:
O (-0.1333, 1.4166, -1.4241)
C (0.9395, 0.9926, -1.0568)
C (0.9546, 0.4401, 0.3231)
O (0.7918, -0.9269, 0.2158)
C (-0.3781, -1.0134, 0.8367)
C (-1.5187, -0.9992, 1.2010)
H (1.8692, 1.0681, -1.6383)
H (-2.5249, -0.9779, 1.5426)

## Properties
Calculated total energy, a.u.: -303.84055
ΔE to the lowest compared entry with this formula, charge and spin, kJ/mol: 444.40
HOMO-LUMO gap (spin up / spin down), eV: 8.30 / 8.30
Total charge: 0
LUMO (spin up / spin down), eV: -1.1 / -1.1

These are the natural (NBO) partial charges, in e, on atoms 1 to 2:
1. O -0.4774
2. C 0.2615


Entry 4:
This record from the OMol25 dataset describes a molecular structure, C4H2O2. The level of theory is ωB97M-V/def2-TZVPD.

Positions of all 8 atoms, in Å:
O (-1.3568, 0.9493, 0.5306)
C (-1.4500, -0.1280, 0.0048)
C (-0.4939, -1.4412, 0.0494)
C (0.4521, -0.6763, -0.1887)
C (1.4672, 0.3270, 0.0019)
O (2.6380, 0.0781, -0.1292)
H (-2.3039, -0.4033, -0.6105)
H (1.0472, 1.2945, 0.3417)

## Properties
Calculated total energy, a.u.: -303.92521
ΔE to the lowest compared entry with this formula, charge and spin, kJ/mol: 222.13
HOMO-LUMO gap, eV: 10.36
Total charge: 0
LUMO, eV: -0.7

These are the natural (NBO) partial charges, in e, on atoms 1 to 2:
1. O -0.5131
2. C 0.4182


Entry 5:
This record from the OMol25 dataset describes a molecular structure, C4H2O2Yb. The level of theory is ωB97M-V/def2-TZVPD.

Positions of all 9 atoms, in Å:
O (1.6453, -1.1272, -1.1506)
C (2.0884, -0.1064, -0.6967)
H (2.9453, -0.1164, 0.0029)
C (1.2197, 1.1223, -0.4967)
C (0.0033, 1.1807, -0.1966)
H (1.1581, 2.1148, 0.3419)
C (-3.8857, -0.9158, 2.0287)
O (-3.2269, -1.0717, 1.1163)
Yb (-1.9476, -1.0803, -0.9491)

## Properties
Calculated total energy, a.u.: -1461.93464
ΔE to the lowest compared entry with this formula, charge and spin, kJ/mol: 70.83
HOMO-LUMO gap, eV: 8.29
Total charge: +2
LUMO, eV: -10.2

These are the Mulliken partial charges, in e, on atoms 1 to 2:
1. O -0.3986
2. C 0.3092


Entry 6:
This record from the OMol25 dataset describes a molecular structure, C4H2O3. The level of theory is ωB97M-V/def2-TZVPD.

Positions of all 9 atoms, in Å:
C (0.0375, -0.8095, -0.8184)
C (-0.0075, 0.5482, -0.7842)
C (-0.0041, -0.7831, 0.7348)
C (-0.4998, 0.6560, 0.7827)
O (0.2750, -1.5647, 1.5526)
O (0.8458, -0.7491, -1.9904)
O (0.8574, 0.7082, -1.8640)
H (0.1649, 1.1436, 1.5307)
H (-1.6692, 0.8504, 0.8561)

## Properties
Calculated total energy, a.u.: -379.05609
ΔE to the lowest compared entry with this formula, charge and spin, kJ/mol: 746.97
HOMO-LUMO gap, eV: 9.79
Total charge: 0
LUMO, eV: 0.0

These are the natural (NBO) partial charges, in e, on atoms 1 to 2:
1. C -0.0120
2. C 0.2680


Entry 7:
This record from the OMol25 dataset describes a molecular structure, C4H2O6Tm. The level of theory is ωB97M-V/def2-TZVPD.

Positions of all 13 atoms, in Å:
O (2.2829, 2.5203, 0.9126)
C (2.1038, 1.4394, 0.4260)
O (2.6985, 0.6965, -0.2807)
Tm (4.3552, 3.8997, 0.5076)
O (0.1100, 0.3161, 0.8288)
H (0.4985, -1.5597, 0.1592)
O (-2.0842, -2.1016, -1.0208)
O (-2.5580, -0.3252, -0.2375)
O (-1.1708, -0.3162, -1.9450)
C (-0.2652, -0.7771, 0.3232)
C (-1.7071, -1.2315, 0.4327)
C (-2.1682, -0.8582, -1.4447)
H (-2.0955, -1.7027, 1.3386)

## Properties
Calculated total energy, a.u.: -1689.27497
HOMO-LUMO gap (spin up / spin down), eV: 2.40 / 6.48
Total charge: +2
LUMO (spin up / spin down), eV: -10.5 / -10.5
2S+1: 4

These are the natural (NBO) partial charges, in e, on atoms 1 to 2:
1. O -0.7705
2. C 1.0803


Entry 8:
This record from the OMol25 dataset describes C4H2OS in the gas phase. The level of theory is ωB97M-V/def2-TZVPD.

Positions of all 8 atoms, in Å:
C (1.3994, 1.2256, -0.8663)
C (0.2461, 0.8327, -0.2711)
C (-1.7569, -0.4515, -0.2353)
C (1.2641, 0.0692, 0.4012)
O (-1.1135, 0.5621, -0.2157)
S (-2.9290, -1.4082, -0.3194)
H (1.2882, -1.1031, 0.1514)
H (1.6016, 0.2732, 1.3552)

## Properties
Calculated total energy, a.u.: -626.73769
ΔE to the lowest compared entry with this formula, charge and spin, kJ/mol: 518.54
HOMO-LUMO gap (spin up / spin down), eV: 5.91 / 5.91
Total charge: 0
LUMO (spin up / spin down), eV: -1.9 / -1.9

These are the natural (NBO) partial charges, in e, on atoms 1 to 2:
1. C -0.0981
2. C -0.1211


Entry 9:
This record from the OMol25 dataset describes C4H2OS in the gas phase. The level of theory is ωB97M-V/def2-TZVPD.

Positions of all 8 atoms, in Å:
C (-0.7584, 0.7492, 1.2940)
C (-0.6548, -0.0237, -0.1293)
C (0.7281, -0.2969, -0.6487)
C (1.5915, -0.7001, -1.4750)
H (-1.7292, 0.3637, 1.9784)
H (2.5666, -0.9831, -1.6602)
O (0.2584, 1.4063, 1.5167)
S (-2.0021, -0.5155, -0.8759)

## Properties
Calculated total energy, a.u.: -626.89174
ΔE to the lowest compared entry with this formula, charge and spin, kJ/mol: 114.10
HOMO-LUMO gap, eV: 7.74
Total charge: 0
LUMO, eV: -1.6
Structure (SMILES): C#CC(=S)C=O

These are the natural (NBO) partial charges, in e, on atoms 1 to 2:
1. C 0.3922
2. C -0.2880